No. 1
The following is a quantum chemistry calculation of 2 unconnected molecules or ions with the total composition C3H11N2O in a non-equilibrium geometry, from the Open Molecules 2025 dataset.

## Properties
Electronic energy = -305.42913 Eh
Molecular weight = 91.1 g mol⁻¹
Net charge = +1
Energy above the lowest of the compared OMol25 structures with the same formula, charge and spin = 62.0 kJ/mol
E_LUMO = -0.1226 Ha

Each line ends with the Mulliken charge.
Cartesian coordinates (Å):
H: 3.262 0.391 0.262  0.292
C: -0.267 1.361 -1.194  -0.984
H: -2.225 -0.429 0.406  0.274
H: 0.798 1.573 -1.122  0.328
H: 0.231 -2.813 1.108  0.269
H: -0.369 0.464 -1.810  0.326
H: -1.436 -2.682 0.711  0.226
N: -0.526 -2.253 0.776  -0.292
H: -0.702 2.146 -1.818  0.339
O: 2.569 -0.225 0.066  -0.586
H: -0.409 1.782 0.938  0.262
H: 0.681 -0.547 0.718  0.366
C: -0.987 1.302 0.152  -0.427
H: -1.948 1.803 0.073  0.376
H: 2.955 -0.836 -0.553  0.284
N: -1.300 -0.076 0.610  -0.227
C: -0.327 -0.960 0.676  0.174

***

No. 2
The following is a quantum chemistry calculation of 2 unconnected molecules or ions with the total composition C3H11N2O, from the Open Molecules 2025 dataset.

## Properties
Electronic energy = -305.42812 Eh
Molecular weight = 91.1 g mol⁻¹
Net charge = +1
Energy above the lowest of the compared OMol25 structures with the same formula, charge and spin = 64.6 kJ/mol
E_LUMO = -0.1182 Ha

Each line ends with the Mulliken charge.
Cartesian coordinates (Å):
N: -2.150 -0.178 -0.044  -0.281
C: 1.519 0.213 -0.723  0.550
N: 2.052 -0.556 -1.726  -0.358
H: -3.561 0.274 1.538  0.333
H: 1.860 -0.354 -2.692  0.226
H: -1.583 -0.999 -0.236  0.347
H: 2.885 -1.102 -1.591  0.223
H: 3.483 0.906 -0.049  0.351
H: 2.114 1.742 0.653  0.310
H: -2.827 -1.394 1.550  0.346
H: -1.581 0.671 -0.056  0.405
O: 0.315 0.436 -0.667  -0.634
H: 2.448 0.086 1.153  0.285
C: 2.468 0.771 0.308  -0.981
C: -2.697 -0.346 1.344  -0.785
H: -1.908 -0.052 2.033  0.329
H: -2.837 -0.120 -0.795  0.336

***

No. 3
The following is a quantum chemistry calculation of a gas-phase ion, C3H11N2O (charge +1) in a non-equilibrium geometry, from the Open Molecules 2025 dataset.

## Properties
Electronic energy = -305.12523 Eh
Molecular weight = 91.1 g mol⁻¹
Net charge = +1
Energy above the lowest of the compared OMol25 structures with the same formula, charge and spin = 215.7 kJ/mol
E_LUMO (alpha / beta) = -0.1215 / -0.3438 Ha
2S+1 = 3
⟨S²⟩ = 2.01

Each line ends with the Mulliken charge.
Cartesian coordinates (Å):
H: -2.618 0.601 -0.172  0.457
H: -1.694 0.119 -1.520  0.376
H: 2.291 1.300 -0.128  0.482
H: -1.490 -1.371 1.236  0.544
H: 0.206 -1.412 1.346  0.330
N: -1.698 0.638 -0.614  -0.093
H: -0.804 -2.257 -0.004  0.487
C: 0.727 0.159 -0.920  -1.111
N: 1.818 0.423 0.060  -0.498
H: -0.466 1.896 0.838  0.265
H: 1.213 0.544 0.981  0.399
H: 2.424 -0.402 0.137  0.475
H: 0.706 0.969 -1.716  0.696
C: -0.655 -1.335 0.627  -1.569
H: 0.916 -0.841 -1.282  0.284
C: -0.563 0.058 0.055  -0.285
O: -0.315 0.912 1.077  -0.237

***

No. 4
The following is a quantum chemistry calculation of 2 unconnected molecules or ions with the total composition C3H11N2O2, from the Open Molecules 2025 dataset.

## Properties
Electronic energy = -380.72801 Eh
Molecular weight = 107.1 g mol⁻¹
Net charge = -2
Energy above the lowest of the compared OMol25 structures with the same formula, charge and spin = 0.0 kJ/mol
E_LUMO (alpha / beta) = 0.2539 / 0.2541 Ha
2S+1 = 2
⟨S²⟩ = 0.75

Each line ends with the Mulliken charge.
Cartesian coordinates (Å):
H: 1.224 1.570 0.744  0.448
C: -0.716 -0.203 1.128  -0.959
H: -1.364 -0.922 1.657  1.020
H: -1.164 -1.322 -0.470  0.138
H: 0.567 -0.326 2.895  1.253
H: -1.230 1.458 -0.637  0.126
N: -0.584 -0.502 -0.301  -0.229
H: 0.503 1.973 2.112  0.283
O: -2.386 0.171 -1.744  -0.889
N: 1.180 1.316 1.729  -0.616
H: -1.278 0.730 1.258  0.230
C: 0.625 -0.035 1.843  -2.473
H: 2.792 -1.252 -0.505  0.641
O: 2.434 -1.122 -1.398  -1.044
H: 1.599 -0.654 -1.232  0.193
H: 1.343 -0.712 1.376  0.046
H: -0.410 0.677 -2.038  0.169
C: -1.194 0.520 -1.260  -0.337

***

No. 5
The following is a quantum chemistry calculation of 2 unconnected molecules or ions with the total composition C3H11N2O2P in a non-equilibrium geometry, from the Open Molecules 2025 dataset.

## Properties
Electronic energy = -722.19524 Eh
Molecular weight = 138.1 g mol⁻¹
Net charge = 0
Energy above the lowest of the compared OMol25 structures with the same formula, charge and spin = 346.6 kJ/mol
E_LUMO = 0.0194 Ha

Each line ends with the Mulliken charge.
Cartesian coordinates (Å):
H: -3.081 0.412 1.278  0.245
P: 0.483 -0.276 -0.582  0.778
H: 0.278 -2.757 -1.440  0.343
C: -2.144 0.491 0.586  -0.486
H: 1.304 -3.784 -0.495  0.286
H: 1.673 2.819 -1.092  0.281
H: 0.477 3.023 0.255  0.349
O: -0.037 -0.052 -1.878  -0.544
O: -1.247 -0.432 0.985  -0.592
C: 0.552 -2.924 -0.454  -0.909
H: -1.697 1.469 0.407  0.162
N: 1.222 -1.644 -0.150  -0.256
H: 0.041 2.197 -1.123  0.269
C: 0.932 2.288 -0.458  -0.812
H: 1.593 -1.690 0.792  0.299
H: -0.377 -2.844 0.137  0.354
H: 1.443 0.972 0.965  0.320
N: 1.436 0.976 0.008  -0.323
H: -2.561 0.305 -0.449  0.235

***

No. 6
The following is a quantum chemistry calculation of 2 unconnected molecules or ions with the total composition C3H11N2S in a non-equilibrium geometry, from the Open Molecules 2025 dataset.

## Properties
Electronic energy = -628.48137 Eh
Molecular weight = 107.2 g mol⁻¹
Net charge = 0
Energy above the lowest of the compared OMol25 structures with the same formula, charge and spin = 123.9 kJ/mol
E_LUMO (alpha / beta) = 0.0309 / 0.0304 Ha
2S+1 = 2
⟨S²⟩ = 0.75

Each line ends with the Mulliken charge.
Cartesian coordinates (Å):
C: -2.166 -0.404 0.084  -0.524
H: -2.271 1.892 -0.960  0.137
N: 3.358 0.361 1.378  -0.425
H: 0.662 0.540 -0.286  0.090
H: 3.946 1.183 1.243  0.142
H: 1.349 -0.199 1.811  0.224
H: 3.801 -0.417 1.834  0.189
H: -2.316 -2.116 -1.206  0.333
C: 2.097 0.184 1.012  -0.094
N: 1.626 0.675 -0.114  -0.315
H: -3.230 -0.249 0.395  0.336
H: 2.412 0.916 -0.755  0.185
S: -1.404 1.410 -0.021  -0.292
H: -1.596 -0.953 0.907  0.334
C: -2.153 -1.068 -1.361  -0.893
H: -1.164 -1.005 -1.860  0.279
H: -2.952 -0.750 -2.102  0.292

***

No. 7
The following is a quantum chemistry calculation of 2 unconnected molecules or ions with the total composition C3H11N2S in a non-equilibrium geometry, from the Open Molecules 2025 dataset.

## Properties
Electronic energy = -628.32285 Eh
Molecular weight = 107.2 g mol⁻¹
Net charge = +1
Energy above the lowest of the compared OMol25 structures with the same formula, charge and spin = 142.6 kJ/mol
E_LUMO = -0.1389 Ha

Each line ends with the Mulliken charge.
Cartesian coordinates (Å):
H: -1.420 -0.382 -0.621  0.134
H: -2.761 1.157 0.795  0.449
H: 1.784 -1.086 0.575  0.282
N: 1.661 -2.007 0.154  -0.331
H: 1.176 -2.719 0.726  0.280
H: -0.409 2.725 1.649  0.279
C: -1.760 1.243 1.071  -0.436
H: 2.149 -0.410 -1.727  0.239
N: 1.904 -1.285 -1.977  -0.317
H: -2.004 3.408 1.271  0.292
H: 1.131 -3.211 -1.580  0.317
H: -0.814 2.712 -0.004  0.284
S: -0.740 -0.089 0.600  -0.271
C: -1.250 2.595 0.961  -0.912
C: 1.576 -2.230 -1.109  0.223
H: 1.508 -1.326 -2.934  0.266
H: -1.730 0.906 2.151  0.222

***

No. 8
The following is a quantum chemistry calculation of 2 unconnected molecules or ions with the total composition C3H11N2S in a non-equilibrium geometry, from the Open Molecules 2025 dataset.

## Properties
Electronic energy = -628.35615 Eh
Molecular weight = 107.2 g mol⁻¹
Net charge = +1
Energy above the lowest of the compared OMol25 structures with the same formula, charge and spin = 55.2 kJ/mol
E_LUMO = -0.1273 Ha

Each line ends with the Mulliken charge.
Cartesian coordinates (Å):
H: 1.189 0.834 -0.936  0.278
C: 0.110 -1.751 0.251  0.552
H: -1.411 1.302 -1.151  0.261
H: 2.095 0.801 0.605  0.374
H: -1.046 -0.350 0.980  0.017
H: 1.881 2.386 -0.341  0.319
H: -0.181 -3.830 0.207  0.270
H: -1.733 -1.931 1.034  0.234
H: -0.648 2.911 -1.160  0.318
N: 0.439 -3.014 -0.096  -0.385
H: 1.372 -3.156 -0.517  0.264
N: -0.983 -1.349 0.785  -0.150
C: -1.150 2.248 -0.516  -0.734
S: -0.073 1.806 0.940  -0.105
C: 1.420 1.427 -0.013  -0.891
H: -2.122 2.664 -0.108  0.301
H: 0.839 -0.998 0.039  0.076

***

No. 9
The following is a quantum chemistry calculation of 2 unconnected molecules or ions with the total composition C3H11N2S, from the Open Molecules 2025 dataset.

## Properties
Electronic energy = -628.33524 Eh
Molecular weight = 107.2 g mol⁻¹
Net charge = +1
Energy above the lowest of the compared OMol25 structures with the same formula, charge and spin = 110.1 kJ/mol
E_LUMO = -0.1580 Ha

Each line ends with the Mulliken charge.
Cartesian coordinates (Å):
N: 0.147 2.050 0.181  -0.222
H: 3.001 -0.803 0.802  0.213
H: -0.295 2.202 -0.721  0.218
H: -1.730 0.731 -1.457  0.437
C: -0.779 -0.217 0.264  0.415
H: 0.611 0.749 1.693  0.431
H: -0.220 -0.132 -1.826  0.310
N: -0.240 -1.523 0.583  -0.533
C: 0.127 0.876 0.732  -0.245
C: -1.124 -0.142 -1.225  -1.403
S: 2.413 -0.279 -0.269  -0.296
H: -1.701 -1.019 -1.504  0.391
H: -1.707 -0.003 0.844  0.305
H: -0.061 -1.639 1.572  0.228
H: 0.674 2.821 0.575  0.282
H: 1.754 -1.411 -0.531  0.236
H: -0.870 -2.260 0.286  0.233

***

No. 10
The following is a quantum chemistry calculation of 2 unconnected molecules or ions with the total composition C3H11N2S in a non-equilibrium geometry, from the Open Molecules 2025 dataset.

## Properties
Electronic energy = -628.36211 Eh
Molecular weight = 107.2 g mol⁻¹
Net charge = +1
Energy above the lowest of the compared OMol25 structures with the same formula, charge and spin = 39.5 kJ/mol
E_LUMO = -0.1400 Ha

Each line ends with the Mulliken charge.
Cartesian coordinates (Å):
H: -2.807 3.680 0.771  0.247
N: -2.262 3.657 -0.076  -0.353
H: 3.112 -1.883 0.605  0.315
N: -1.875 1.391 0.049  -0.193
H: 0.652 -3.221 0.581  0.371
C: 1.116 -2.498 -0.085  -0.477
H: -2.045 4.510 -0.564  0.264
H: 2.984 -2.138 -1.083  0.281
H: -0.644 2.627 -0.949  0.356
C: 2.643 -2.530 -0.117  -0.875
S: 0.417 -0.875 0.406  -0.354
H: 0.706 -2.609 -1.084  0.307
H: -1.250 0.585 -0.093  0.119
H: 2.933 -3.582 -0.066  0.300
C: -1.560 2.580 -0.381  0.308
H: -2.817 1.196 0.370  0.247
H: 0.697 -0.888 1.715  0.139

***

No. 11
The following is a quantum chemistry calculation of a gas-phase ion, C3H11N2S2 (charge +1) in a non-equilibrium geometry, from the Open Molecules 2025 dataset.

## Properties
Electronic energy = -1026.55117 Eh
Molecular weight = 139.3 g mol⁻¹
Net charge = +1
Energy above the lowest of the compared OMol25 structures with the same formula, charge and spin = 49.6 kJ/mol
SMILES string = NC[C@H]([NH3+])CSS
E_LUMO = -0.1216 Ha

Each line ends with the Mulliken charge.
Cartesian coordinates (Å):
S: 2.155 1.766 0.247  -0.032
C: -0.095 0.064 -0.076  0.149
C: 0.595 1.030 0.844  -1.137
H: -0.392 0.577 -0.980  0.270
H: 1.445 -0.726 -1.235  0.369
C: -1.341 -0.561 0.593  -0.703
S: 1.511 3.257 -0.990  -0.159
H: 0.269 -1.831 -0.833  0.392
H: 1.432 -1.338 0.296  0.325
H: -2.169 0.135 0.480  0.360
H: 0.827 0.676 1.852  0.451
N: 0.839 -1.051 -0.481  -0.224
H: -2.027 -1.725 -0.901  0.232
H: -2.247 -2.396 0.620  0.245
H: -0.072 1.882 1.009  0.444
N: -1.620 -1.889 0.013  -0.637
H: 2.032 2.768 -2.121  0.180
H: -1.140 -0.638 1.664  0.478

***

No. 12
The following is a quantum chemistry calculation of 2 unconnected molecules or ions with the total composition C3H11N3, from the Open Molecules 2025 dataset.

## Properties
Electronic energy = -285.13628 Eh
Molecular weight = 89.1 g mol⁻¹
Net charge = 0
Energy above the lowest of the compared OMol25 structures with the same formula, charge and spin = 109.1 kJ/mol
SMILES string = C=CN.NCN
E_LUMO = 0.0374 Ha

Each line ends with the Mulliken charge.
Cartesian coordinates (Å):
H: 2.903 -0.829 -1.127  0.212
H: -2.617 -2.021 0.093  0.257
N: 1.786 1.020 0.570  -0.602
N: 1.896 -0.791 -1.037  -0.573
N: -1.830 1.252 -0.269  -0.501
H: -2.037 1.597 0.656  0.206
H: 2.761 1.228 0.361  0.213
C: -1.929 -0.120 -0.435  -0.048
H: 1.956 -1.072 1.019  0.331
H: -1.425 -0.491 -1.322  0.341
H: -3.058 -0.650 1.269  0.221
C: 1.504 -0.393 0.291  -0.186
H: 1.680 1.226 1.558  0.204
H: 0.427 -0.548 0.395  0.176
H: -1.012 1.675 -0.676  0.284
C: -2.564 -0.976 0.361  -0.797
H: 1.558 -0.107 -1.706  0.262